# 1
A gas-phase ion, C2H3ClNO3S (charge -1) in a non-equilibrium geometry. Source: the Open Molecules 2025 dataset; level of theory: ωB97M-V/def2-TZVPD.

Each line ends with the natural charge from an NBO analysis.
Element x y z (Å)
1 C -0.32 -1.19 -0.71  0.6490
2 C 0.94 0.75 0.67  -1.1404
3 N 0.46 -1.57 -1.57  -0.7069
4 O -1.80 1.09 1.20  -0.9465
5 O -0.71 2.15 -0.70  -0.9665
6 O -1.17 -0.26 -0.74  -0.6950
7 S -0.61 1.14 0.29  2.2315
8 Cl -0.47 -2.01 0.97  -0.2418
9 H 1.53 1.57 0.22  0.2297
10 H 1.19 0.86 1.78  0.2270
11 H 0.96 -2.53 -1.41  0.3598

Summary:
charge	-1
structure (SMILES)	[H]/N=C(\Cl)O[S@](=C)(=O)[O-]
gap between HOMO and LUMO	8.3	eV
relative energy (zero: lowest compared OMol25 entry of this formula, charge and spin)	2.077	eV
HOMO	-4.59	eV
LUMO	0.13514	hartree

***

# 2
7 unconnected molecules or ions with the total composition C30H64B3NO22 in a non-equilibrium geometry. Source: the Open Molecules 2025 dataset; level of theory: ωB97M-V/def2-TZVPD.

Each line ends with the Mulliken charge.
Element x y z (Å)
1 C 5.73 -1.03 -0.56  -0.3839
2 C 6.82 -0.54 -1.58  -0.6336
3 C 6.21 0.22 -2.81  -0.7302
4 B 5.18 -0.61 -3.70  0.4698
5 O 4.88 -0.12 -5.00  -0.4787
6 B 3.45 -0.04 -5.12  0.3618
7 N 2.93 1.11 -5.86  -0.5719
8 O 2.59 -1.05 -4.59  -0.4045
9 B 3.09 -1.55 -3.36  0.2249
10 C 2.14 -1.84 -2.08  1.1107
11 C 1.41 -3.22 -2.24  -0.8898
12 C 0.25 -3.48 -1.21  -0.5107
13 C -1.19 -3.31 -1.84  -1.0896
14 C -1.49 -1.77 -1.84  0.6785
15 C -2.75 -1.39 -2.68  -0.9070
16 C -3.73 -0.43 -1.95  -0.8780
17 C -3.03 0.79 -1.24  -0.5028
18 O -1.82 1.20 -1.84  0.0794
19 C -2.01 1.72 -3.16  -1.0013
20 O 4.51 -1.80 -3.31  -0.1692
21 H 5.49 -2.10 -0.72  0.1901
22 H 6.03 -0.85 0.49  0.4408
23 H 4.82 -0.44 -0.78  -0.1799
24 H 7.49 -1.35 -1.91  0.2786
25 H 7.46 0.18 -1.03  0.3249
26 H 7.07 0.47 -3.48  0.3100
27 H 5.80 1.20 -2.47  0.3472
28 H 3.59 1.87 -5.75  0.2600
29 H 2.02 1.38 -5.50  0.2360
30 H 1.45 -0.98 -1.96  -0.6362
31 H 2.82 -1.82 -1.20  -0.1341
32 H 1.08 -3.36 -3.29  0.3519
33 H 2.17 -4.02 -2.06  0.4476
34 H 0.33 -4.55 -0.91  0.2811
35 H 0.36 -2.91 -0.27  0.3083
36 H -1.94 -3.81 -1.18  0.3120
37 H -1.27 -3.76 -2.84  0.3743
38 H -1.65 -1.42 -0.80  0.1336
39 H -0.64 -1.19 -2.24  -0.3085
40 H -2.53 -0.96 -3.67  0.2732
41 H -3.32 -2.33 -2.88  0.4375
42 H -4.30 -0.99 -1.17  0.3642
43 H -4.50 -0.03 -2.65  0.3381
44 H -2.84 0.49 -0.19  0.3625
45 H -3.77 1.63 -1.23  0.2850
46 H -1.61 0.96 -3.87  0.2396
47 H -3.06 1.96 -3.41  0.3880
48 H -1.33 2.60 -3.25  0.2641
49 C -2.87 4.78 -1.05  -0.5596
50 O -2.56 6.16 -1.26  -0.3361
51 C -2.30 6.46 -2.54  0.7063
52 O -2.31 5.70 -3.46  -0.5443
53 O -2.03 7.77 -2.61  -0.2403
54 C -1.74 8.23 -3.92  -0.7629
55 H -3.06 4.65 0.01  0.3403
56 H -3.77 4.50 -1.60  0.3226
57 H -2.03 4.15 -1.33  0.1167
58 H -2.59 8.08 -4.58  0.3383
59 H -0.85 7.73 -4.32  0.3136
60 H -1.53 9.30 -3.85  0.2448
61 C -2.51 -7.28 1.69  -0.5503
62 O -2.96 -6.61 2.86  -0.3347
63 C -2.79 -5.29 2.83  0.8224
64 O -2.29 -4.66 1.94  -0.4867
65 O -3.25 -4.78 3.98  -0.3473
66 C -3.12 -3.37 4.08  -0.4835
67 H -2.70 -8.34 1.82  0.2117
68 H -3.05 -6.93 0.81  0.2757
69 H -1.43 -7.13 1.55  0.2386
70 H -3.70 -2.87 3.30  0.2720
71 H -2.07 -3.07 4.03  0.1774
72 H -3.52 -3.07 5.05  0.2092
73 C 1.34 -1.00 8.25  -0.5902
74 O 1.92 -2.08 7.51  -0.3386
75 C 1.03 -2.87 6.92  0.8397
76 O -0.17 -2.74 6.96  -0.5543
77 O 1.69 -3.83 6.27  -0.3375
78 C 0.86 -4.76 5.58  -0.5946
79 H 2.16 -0.44 8.69  0.2317
80 H 0.77 -0.35 7.59  0.2402
81 H 0.71 -1.38 9.05  0.2974
82 H 0.27 -4.25 4.81  0.1888
83 H 0.21 -5.28 6.27  0.3682
84 H 1.51 -5.49 5.09  0.2406
85 C 0.68 1.46 -0.28  -0.2304
86 O 0.64 2.13 0.98  -0.3900
87 C 0.95 1.35 2.02  0.6620
88 O 1.24 0.19 1.97  -0.4958
89 O 0.87 2.09 3.13  -0.3632
90 C 1.17 1.38 4.32  -0.6150
91 H 0.42 2.18 -1.05  0.2138
92 H 1.69 1.09 -0.48  0.2558
93 H -0.04 0.65 -0.31  0.0902
94 H 2.20 1.00 4.30  0.3090
95 H 0.47 0.56 4.47  0.2627
96 H 1.08 2.08 5.15  0.2492
97 C 3.25 -3.49 1.91  -0.2788
98 O 4.35 -4.32 1.54  -0.3024
99 C 4.06 -5.62 1.49  0.8074
100 O 2.99 -6.11 1.71  -0.5638
101 O 5.17 -6.27 1.14  -0.3409
102 C 5.00 -7.68 1.04  -0.6413
103 H 3.59 -2.46 1.92  0.2002
104 H 2.45 -3.57 1.17  0.0260
105 H 2.89 -3.75 2.90  0.2958
106 H 4.27 -7.93 0.28  0.2897
107 H 4.71 -8.11 2.01  0.2918
108 H 5.96 -8.11 0.76  0.2242
109 C -3.53 9.34 -0.64  -0.2533
110 O -4.83 9.75 -0.19  -0.3311
111 C -5.82 9.41 -1.02  0.7989
112 O -5.69 8.81 -2.06  -0.5486
113 O -6.96 9.84 -0.50  -0.3352
114 C -8.11 9.54 -1.29  -0.6248
115 H -2.81 9.67 0.11  0.2691
116 H -3.48 8.26 -0.73  0.0423
117 H -3.29 9.81 -1.59  0.2303
118 H -8.23 8.46 -1.40  0.2921
119 H -8.04 10.02 -2.26  0.2891
120 H -8.98 9.93 -0.76  0.2160

Summary:
structure (SMILES)	CCCB1OB(N)OB(CCCCCCCCOC)O1.COC(=O)OC.COC(=O)OC.COC(=O)OC.COC(=O)OC.COC(=O)OC.COC(=O)OC
gap between HOMO and LUMO	10.0	eV
HOMO	-9.71	eV
LUMO	0.01172	hartree

***

# 3
9 unconnected molecules or ions with the total composition C21H64N14O9 in a non-equilibrium geometry. Source: the Open Molecules 2025 dataset; level of theory: ωB97M-V/def2-TZVPD.

Each line ends with the Mulliken charge.
Element x y z (Å)
1 C -18.97 3.27 9.61  -0.9263
2 C -18.40 2.82 10.97  -0.1273
3 C -17.16 1.91 10.89  0.4667
4 O -17.36 0.74 10.12  0.1444
5 C -16.37 0.56 9.13  -0.5687
6 N -18.18 4.09 11.68  -0.0706
7 H -19.33 2.41 9.04  -0.2312
8 H -18.17 3.72 9.02  0.0899
9 H -19.80 3.96 9.69  0.4936
10 H -19.22 2.20 11.36  0.4708
11 H -16.83 1.57 11.88  -0.3544
12 H -16.38 2.57 10.48  0.0533
13 H -16.43 -0.39 8.62  0.1441
14 H -15.38 0.67 9.59  0.0660
15 H -16.53 1.31 8.35  0.0508
16 H -19.03 4.56 11.95  0.2689
17 H -17.77 3.84 12.59  0.1182
18 C -15.03 4.22 8.02  -0.4124
19 C -13.51 4.30 8.11  0.3730
20 C -12.94 3.53 9.34  -0.5387
21 O -13.15 4.15 10.59  -0.4451
22 C -12.62 3.48 11.70  -0.9410
23 N -13.05 3.58 6.90  -0.7763
24 H -15.36 4.89 7.23  0.4175
25 H -15.42 4.55 8.99  0.0219
26 H -15.40 3.21 7.90  -0.2067
27 H -13.22 5.34 8.05  0.2895
28 H -11.87 3.37 9.18  0.4040
29 H -13.35 2.51 9.32  0.1276
30 H -13.03 2.48 11.84  0.3315
31 H -12.71 4.02 12.64  0.2159
32 H -11.54 3.35 11.59  0.4268
33 H -13.47 2.66 6.84  0.2877
34 H -12.08 3.31 7.10  0.2651
35 C -19.51 0.72 5.77  -0.8749
36 C -19.31 2.14 5.32  0.9074
37 C -19.18 2.19 3.79  -0.8695
38 O -18.03 1.41 3.49  -0.2575
39 C -17.73 1.45 2.12  -0.8197
40 N -20.34 3.05 5.80  -0.8021
41 H -18.70 0.06 5.48  0.3470
42 H -20.47 0.24 5.55  0.3031
43 H -19.58 0.69 6.86  -0.0873
44 H -18.36 2.55 5.70  -0.0204
45 H -19.03 3.22 3.43  0.4011
46 H -20.07 1.77 3.31  0.3991
47 H -17.47 2.41 1.66  0.2977
48 H -18.57 0.97 1.59  0.3400
49 H -16.88 0.80 1.93  0.2429
50 H -20.27 3.13 6.80  0.2963
51 H -20.17 3.90 5.28  0.2708
52 C -14.50 3.68 15.22  -1.7759
53 C -15.60 2.98 14.41  1.5322
54 C -15.97 1.69 15.09  -1.1699
55 O -14.94 0.78 14.80  -0.2099
56 C -14.69 -0.22 15.76  -0.9460
57 N -16.72 3.88 14.21  -0.5111
58 H -13.67 2.97 15.11  0.4176
59 H -14.75 3.95 16.24  0.3567
60 H -14.08 4.54 14.68  0.4061
61 H -15.22 2.80 13.40  -0.4699
62 H -16.93 1.35 14.68  0.3416
63 H -16.09 1.81 16.17  0.5922
64 H -15.58 -0.84 15.91  0.3546
65 H -14.43 0.20 16.74  0.3760
66 H -13.87 -0.89 15.55  0.2399
67 H -17.14 4.11 15.11  0.2216
68 H -16.37 4.74 13.82  0.1677
69 C -20.18 6.71 12.50  0.5958
70 O -20.58 6.40 13.63  -0.6728
71 N -20.83 6.29 11.38  -0.3654
72 N -19.19 7.59 12.26  -0.3799
73 H -20.60 6.82 10.56  0.1753
74 H -21.63 5.68 11.47  0.2088
75 H -18.82 7.76 11.34  0.1872
76 H -18.64 7.90 13.04  0.2103
77 C -14.76 -2.21 12.43  0.4381
78 O -15.20 -2.59 13.53  -0.7217
79 N -15.09 -1.04 11.87  0.2360
80 N -13.94 -3.01 11.72  -0.2809
81 H -14.88 -0.83 10.92  0.0077
82 H -15.66 -0.53 12.54  -0.0718
83 H -13.62 -3.87 12.11  0.1869
84 H -13.55 -2.59 10.88  0.1841
85 C -13.23 -1.84 8.53  0.6596
86 O -12.98 -1.25 9.59  -0.7511
87 N -12.38 -1.77 7.47  -0.5057
88 N -14.39 -2.50 8.32  -0.3430
89 H -12.24 -2.65 7.01  0.2288
90 H -11.67 -1.07 7.59  0.2452
91 H -14.58 -2.82 7.39  0.2102
92 H -15.01 -2.81 9.05  0.2427
93 C -15.14 6.92 11.02  0.4548
94 O -15.81 7.96 10.93  -0.7518
95 N -15.61 5.90 11.80  0.0037
96 N -14.02 6.62 10.36  -0.2446
97 H -15.20 4.99 11.68  0.0632
98 H -16.55 6.16 12.06  0.0163
99 H -13.47 5.76 10.53  0.3921
100 H -13.59 7.22 9.68  0.1846
101 C -20.41 -1.22 9.87  0.4423
102 O -21.60 -1.60 9.76  -0.7486
103 N -20.12 0.09 9.86  -0.0753
104 N -19.41 -2.06 10.18  -0.3192
105 H -20.86 0.73 9.66  0.1747
106 H -19.13 0.31 9.92  0.1062
107 H -19.83 -2.98 10.24  0.2032
108 H -18.48 -1.71 10.33  0.2480

Summary:
structure (SMILES)	COC[C@H](C)N.COC[C@H](C)N.COC[C@H](C)N.COC[C@H](C)N.NC(N)=O.NC(N)=O.NC(N)=O.NC(N)=O.NC(N)=O
gap between HOMO and LUMO	8.9	eV
relative energy (zero: lowest compared OMol25 entry of this formula, charge and spin)	1.680	eV
HOMO	-9.07	eV
LUMO	-0.00574	hartree

***

# 4
A single C3H6N2O molecule in a non-equilibrium geometry. Source: the Open Molecules 2025 dataset; level of theory: ωB97M-V/def2-TZVPD.

Each line ends with the natural charge from an NBO analysis.
Element x y z (Å)
1 C 0.40 -1.90 0.22  -0.4132
2 N 0.13 -0.51 0.35  -0.5057
3 C 0.61 0.38 -0.40  0.2945
4 N 0.06 1.65 -0.29  -0.6638
5 C -1.20 1.59 0.40  0.4917
6 O -1.93 2.55 0.50  -0.5588
7 H -0.51 -2.41 -0.13  0.2039
8 H 1.21 -2.09 -0.49  0.1684
9 H 0.65 -2.31 1.20  0.2052
10 H 1.39 0.21 -1.15  0.1616
11 H 0.34 2.39 -0.93  0.4100
12 H -1.14 0.46 0.73  0.2060

Summary:
structure (SMILES)	C/N=C/NC=O
gap between HOMO and LUMO	9.7	eV
relative energy (zero: lowest compared OMol25 entry of this formula, charge and spin)	1.937	eV
HOMO	-8.85	eV
LUMO	0.03112	hartree